The following is a quantum chemistry calculation of a cluster of 3 separate species, C2H12NO2S2 in total at a distorted geometry, from the Open Molecules 2025 dataset.

Structure (XYZ):
```
19
Properties=species:S:1:pos:R:3
N 0.80 0.49 0.31
C -0.63 0.33 0.73
C -0.68 -0.23 2.14
S -0.47 -2.11 2.52
S 0.48 -2.98 1.07
H 0.99 1.42 0.12
H 0.72 0.20 -3.19
H 1.43 0.12 1.08
H -0.86 -0.50 0.05
H -1.20 1.25 0.48
H -0.01 0.38 2.87
H -1.60 0.02 2.59
H -0.36 -3.51 0.09
H -0.87 1.75 -2.06
H -0.68 2.93 -1.21
O -0.35 2.04 -1.31
H 1.41 -1.11 -3.15
H 0.99 0.04 -0.63
O 0.89 -0.54 -2.52
```

Computed properties:
- HOMO energy: -0.4627 Eh
- Net charge: +1
- Energy above the lowest of the compared OMol25 structures with the same formula, charge and spin: 115.7 kJ/mol
- Gap between HOMO and LUMO: 9.41 eV
- Energy: -29517.1639 eV
- LUMO: -3.18 eV

Here are the Löwdin charges for atoms 1 to 4, given in e: number 1, N, carries 0.14; number 2, C, carries -0.22; number 3, C, carries -0.46; number 4, S, carries 0.41